{
  "formula": "C28H33F5NO5",
  "method": "ωB97M-V/def2-TZVPD",
  "total_energy_ev": -54884.0493,
  "homo_ev": -3.75,
  "gap_ha": 0.1857,
  "total_charge": -1,
  "symbols": ["C", "C", "C", "C", "O", "C", "C", "C", "C", "C", "C", "F", "C", "C", "C", "C", "N", "C", "O", "C", "C", "C", "C", "C", "F", "C", "C", "C", "C", "O", "H", "H", "H", "H", "H", "H", "H", "H", "H", "H", "H", "H", "H", "H", "H", "H", "H", "H", "H", "H", "H", "H", "H", "H", "H", "H", "H", "C", "C", "O", "C", "O", "C", "F", "F", "F", "H", "H", "H", "H", "H", "H"],
  "coordinates": [[-3.98724, -3.09957, -0.73825], [-2.70525, -3.00665, -1.66013], [-2.42810, -4.35119, -2.47868], [-2.03997, -4.10665, -3.98676], [-0.61391, -4.23048, -4.25548], [0.12066, -3.50298, -3.29664], [0.88155, -4.27476, -2.30570], [1.65017, -3.62331, -1.22932], [2.44038, -4.48087, -0.20232], [1.82688, -4.50368, 1.24815], [0.95479, -5.78843, 1.51903], [1.04440, -3.37393, 1.56500], [1.60242, -2.15570, -1.21195], [0.86896, -1.38236, -2.23602], [0.10299, -2.01965, -3.31698], [-0.69880, -1.19808, -4.39462], [-0.45386, -1.62622, -5.77839], [0.93665, 0.17780, -2.05652], [1.11145, 0.95837, -2.96203], [0.80597, 0.64650, -0.56746], [-0.02368, 1.78707, -0.23439], [-0.13923, 2.14749, 1.19822], [-1.08420, 3.35778, 1.52718], [-2.52784, 3.01352, 0.94668], [-3.51331, 2.98087, 1.98097], [0.59659, 1.39689, 2.20424], [1.44280, 0.23307, 1.85755], [1.53561, -0.13484, 0.45954], [2.34411, -1.36122, -0.07696], [3.43619, -1.67206, 0.33588], [-3.77238, -3.46348, 0.29810], [-4.75838, -3.78509, -1.18816], [-4.45180, -2.07465, -0.69974], [-1.83637, -2.78624, -0.97247], [-2.83200, -2.12075, -2.33035], [-1.73745, -5.03613, -1.92658], [-3.43017, -4.87814, -2.49707], [-2.56090, -4.91068, -4.58320], [-2.46246, -3.13427, -4.35314], [0.81200, -5.38889, -2.40599], [3.49142, -4.07461, -0.19187], [2.49793, -5.53356, -0.57979], [2.69840, -4.54380, 1.96432], [1.41171, -6.72350, 1.10863], [0.74653, -5.87069, 2.62421], [-0.05369, -5.58320, 1.05075], [-1.79750, -1.24624, -4.14141], [-0.44909, -0.10043, -4.35421], [0.53451, -1.73923, -5.98752], [-1.00973, -2.43219, -6.05047], [-0.53390, 2.32609, -1.06119], [-0.71784, 4.32216, 1.10511], [-1.14867, 3.45554, 2.63950], [-2.55670, 1.98766, 0.48536], [-2.83165, 3.72260, 0.12489], [0.49111, 1.70013, 3.27779], [1.98156, -0.33354, 2.64621], [0.91777, 8.08552, 2.53520], [2.29663, 7.82716, 3.12641], [2.27155, 7.25262, 4.41514], [2.06413, 5.80839, 4.54098], [2.88566, 5.13068, 3.78597], [0.56735, 5.38557, 4.34546], [-0.28400, 6.30136, 4.88929], [0.29598, 4.22052, 4.98732], [0.17294, 5.21813, 3.06505], [0.22347, 8.45027, 3.29364], [0.98496, 8.82274, 1.72802], [0.49838, 7.18081, 2.09923], [2.77979, 8.80158, 3.26073], [2.93292, 7.26787, 2.43334], [2.18081, 5.68518, 5.63859]]
}